Entry 1:
Entry from the Open Molecules 2025 dataset: one molecule with the formula C10H10O2 in a non-equilibrium geometry (wB97M-V/def2-TZVPD).

```
22
C10H10O2, DFT wB97M-V/def2-TZVPD
O 2.40267 1.88116 0.08976
C 1.79713 0.82369 -0.24337
C 2.46832 -0.46551 -0.43620
C 1.73127 -1.50576 0.47375
C 0.13034 -1.71773 0.00768
C -0.43939 -0.34839 -0.23646
C -1.85321 -0.23815 -0.22052
O -2.45486 -1.49554 -0.14070
C -2.44195 1.05306 0.00268
C -1.62637 2.19069 0.08624
C -0.28482 2.07775 0.01597
C 0.31714 0.77061 -0.11160
H 2.13467 -0.80949 -1.44032
H 3.49910 -0.40197 -0.17261
H 1.83736 -1.32782 1.45499
H 2.29744 -2.41224 0.15992
H -0.62312 -1.82278 1.10110
H -0.32416 -2.56968 -0.87141
H -3.31835 -1.21305 0.40480
H -3.54052 1.32044 -0.05638
H -2.16497 3.24209 0.03935
H 0.45630 2.96862 0.09332
```

As for the SMILES: O=C1CCCc2c(O)cccc21. As for the total charge: 0. For the frontier orbital gap, the calculation gives 8.8 eV.

---

Entry 2:
Entry from the Open Molecules 2025 dataset: one molecule with the formula C10H10S2 in a non-equilibrium geometry (wB97M-V/def2-TZVPD).

```
22
C10H10S2, DFT wB97M-V/def2-TZVPD
C 3.24693 -0.96672 -0.27792
C 2.28608 -1.54631 -0.99618
C 2.94200 0.10439 0.51591
C 0.99735 -1.12126 -0.84289
C 1.65589 0.62049 0.60059
C 0.61618 0.01794 -0.10582
C -3.32689 -0.51219 0.42855
C -3.27570 0.05854 -0.79449
C -0.69801 0.56322 -0.19439
C -0.94905 1.73278 0.74291
S -2.12044 -1.14312 1.42861
S -1.76460 0.30493 -1.58350
H 4.25554 -1.31973 -0.42461
H 2.50720 -2.32971 -1.65868
H 3.62555 0.62410 1.06652
H 0.21965 -1.78886 -1.37661
H 1.37281 1.45311 1.27715
H -4.29985 -0.88172 0.62851
H -4.23935 0.32355 -1.22876
H -0.55411 1.34562 1.70455
H -2.05137 1.86228 0.92179
H -0.44581 2.59866 0.16877
```

As for the total charge: 0. For the frontier orbital gap, the calculation gives 6.1 eV.

---

Entry 3:
Entry from the Open Molecules 2025 dataset: C10H11AlBrIN2O2SbSe4 as an isolated structure (wB97M-V/def2-TZVPD).

```
33
C10H11AlBrIN2O2SbSe4, DFT wB97M-V/def2-TZVPD
Al 0.21793 -0.70688 -1.03287
C -1.65380 4.05411 -2.49417
C -1.36414 2.79737 -1.72960
N -2.22316 2.02767 -1.17614
O -3.54259 2.34320 -1.29107
C 0.03456 2.36181 -1.49961
C 1.13720 3.33734 -1.26934
N 0.21561 1.10415 -1.47508
O 1.45039 0.56325 -1.04535
H -2.42360 3.88376 -3.25066
H -0.76912 4.40588 -3.01769
H -1.99099 4.85317 -1.82973
H -3.64653 3.15344 -1.81793
H 0.75677 4.23978 -0.79468
H 1.59051 3.61705 -2.22310
H 1.91131 2.88276 -0.65660
Br -2.77713 -0.83969 4.12325
C -1.29160 -1.88675 3.63103
C -0.79904 -2.81312 4.54022
C 0.29469 -3.59603 4.20710
C 0.90394 -3.45947 2.96901
C 0.41903 -2.53941 2.05406
C -0.67708 -1.76115 2.39326
I -1.41971 -0.33770 1.04470
H -1.27658 -2.91317 5.50402
H 0.67016 -4.31490 4.92155
H 1.76059 -4.06609 2.70751
H 0.90828 -2.45233 1.09012
Se 2.99069 -4.67064 -4.02507
Sb 2.76260 -2.70390 -2.55200
Se 3.84508 -2.95292 -0.34692
Se 3.72506 -0.85796 -3.64307
Se 0.26065 -2.75263 -2.01512
```

As for the total charge: +1. For the frontier orbital gap (spin up / spin down), the calculation gives 5.6 / 5.8 eV.

---

Calculated values (kcal per mole) of energy relative to the best compared isomer or geometry (same formula, charge and spin) for the records, taken in order: 94.0, 40.9, 0.0.